(1)
C39H36BrF3N6O13STi as an isolated structure, computed with ωB97M-V/def2-TZVPD.

Geometry as XYZ:
```
100
Properties=species:S:1:pos:R:3:forces:R:3
Ti -0.460 -1.123 0.760 -0.54 0.58 0.24
N 3.094 0.250 -0.495 0.09 0.07 -0.02
N 2.862 1.024 0.666 0.07 -0.16 -0.01
C 1.665 0.871 1.333 0.01 0.12 -0.45
O 1.500 1.301 2.452 -0.04 0.03 0.13
O 0.714 0.295 0.597 -0.26 -0.19 0.30
H 3.270 -0.714 -0.221 0.00 0.11 -0.01
H 3.918 0.619 -0.951 -0.09 0.12 -0.08
H 3.629 1.105 1.319 -0.03 0.00 0.06
O -2.573 6.200 2.100 -0.01 0.01 -0.01
C -3.550 5.375 1.646 -0.02 0.01 0.02
O -4.619 5.846 1.359 0.00 0.00 0.00
C -3.221 3.931 1.539 0.00 -0.02 -0.01
C -1.958 3.388 1.788 0.01 0.02 0.01
C -1.716 2.041 1.646 -0.03 -0.10 0.02
C -2.729 1.161 1.238 -0.02 0.06 0.10
C -4.015 1.701 1.047 0.02 -0.01 -0.05
C -4.243 3.056 1.180 0.00 0.01 0.01
N -2.423 -0.188 1.089 0.25 -0.24 -0.27
C -3.400 -1.065 0.808 -0.06 -0.09 -0.08
C -3.123 -2.445 0.826 -0.07 -0.01 -0.02
C -4.102 -3.431 0.576 0.05 -0.02 0.04
C -3.758 -4.751 0.681 0.01 -0.01 0.01
C -2.446 -5.102 1.034 -0.02 0.01 0.00
C -1.523 -4.098 1.210 0.02 0.00 0.03
N -1.840 -2.804 1.100 0.12 0.19 -0.30
H -1.787 5.686 2.316 0.02 -0.01 0.00
H -1.114 4.000 2.094 0.01 0.00 -0.01
H -0.735 1.652 1.866 0.09 0.01 0.02
H -4.851 1.069 0.790 0.01 0.01 -0.04
H -5.231 3.463 1.009 0.00 0.00 0.00
H -4.399 -0.768 0.519 0.00 0.09 0.14
H -5.101 -3.123 0.299 -0.01 0.00 0.01
H -4.494 -5.522 0.488 0.00 0.00 0.00
H -2.141 -6.134 1.132 0.00 0.00 0.00
H -0.489 -4.308 1.445 -0.03 0.00 -0.01
F -0.893 -0.413 -4.088 0.01 0.00 0.02
C -0.515 -1.594 -3.597 0.00 -0.01 0.02
F -0.611 -2.503 -4.575 -0.01 0.03 0.00
F 0.756 -1.514 -3.214 -0.02 -0.01 -0.02
S -1.590 -2.096 -2.187 0.07 -0.03 -0.01
O -1.215 -3.451 -1.906 -0.04 -0.02 -0.02
O -2.932 -1.824 -2.608 -0.01 -0.01 -0.04
O -1.124 -1.127 -1.149 0.12 -0.18 0.08
C 4.639 3.679 -4.095 0.01 0.00 0.01
C 3.472 3.913 -5.046 0.00 0.00 0.00
N 2.181 3.811 -4.378 0.00 0.01 0.00
C 1.673 5.014 -3.735 -0.01 0.00 0.01
C 1.015 5.982 -4.708 -0.01 0.00 0.00
C 1.691 2.554 -4.159 0.02 0.00 -0.01
O 2.296 1.558 -4.520 -0.01 0.01 -0.02
C 0.363 2.455 -3.469 0.02 -0.02 0.02
C -0.814 2.864 -4.078 -0.01 0.00 0.01
C -2.007 2.707 -3.393 0.01 0.01 -0.01
C -1.966 2.178 -2.110 0.02 0.04 0.00
N -0.843 1.789 -1.517 -0.06 0.01 0.03
C 0.294 1.899 -2.196 0.00 0.02 0.03
H 5.590 3.782 -4.621 0.00 0.00 -0.01
H 4.580 2.673 -3.683 0.00 0.00 0.00
H 4.629 4.397 -3.273 0.00 0.00 0.00
H 3.495 3.176 -5.848 0.00 0.00 0.00
H 3.535 4.905 -5.499 0.00 0.00 0.00
H 2.507 5.507 -3.224 0.00 0.00 -0.01
H 0.964 4.726 -2.962 0.00 -0.01 0.01
H 1.709 6.304 -5.486 0.00 -0.01 0.00
H 0.665 6.871 -4.181 0.01 0.00 0.00
H 0.157 5.514 -5.192 -0.01 0.00 0.01
H -0.798 3.280 -5.078 0.00 0.00 0.00
H -2.952 2.990 -3.837 0.00 0.00 0.00
H -2.877 2.063 -1.530 0.01 0.00 -0.01
H 1.190 1.526 -1.706 0.00 -0.02 0.00
Br 2.241 -2.946 5.860 0.01 0.00 0.02
C 0.658 -1.921 6.045 0.01 -0.02 -0.01
C 0.335 -1.494 7.325 0.00 0.00 -0.01
C -0.790 -0.712 7.531 -0.01 0.00 0.00
C -1.582 -0.337 6.455 -0.01 0.01 0.01
C -1.241 -0.752 5.180 0.02 0.00 0.00
C -0.129 -1.561 4.955 -0.01 0.00 0.00
C 0.123 -2.025 3.545 -0.02 0.01 0.05
O 0.609 -3.105 3.284 0.00 0.01 -0.01
O -0.293 -1.156 2.660 0.47 -0.13 -0.32
H 0.971 -1.774 8.153 0.00 0.00 0.00
H -1.038 -0.388 8.534 0.00 0.00 0.00
H -2.455 0.284 6.605 0.00 0.00 0.00
H -1.831 -0.451 4.323 0.00 0.00 0.01
O 4.300 -3.955 1.885 0.01 0.04 0.03
C 3.481 -4.725 1.152 -0.03 -0.03 -0.03
C 3.791 -6.079 1.019 0.00 0.02 0.00
C 2.985 -6.902 0.258 0.00 0.00 0.00
C 1.855 -6.402 -0.387 0.00 0.00 -0.01
C 1.534 -5.066 -0.247 -0.01 0.01 -0.01
C 2.332 -4.218 0.523 0.03 0.01 0.03
C 1.972 -2.791 0.688 -0.20 -0.11 -0.19
O 2.755 -1.975 1.182 0.03 -0.14 0.25
O 0.794 -2.463 0.237 0.03 -0.05 0.37
H 3.935 -3.041 1.844 0.01 -0.04 0.00
H 4.672 -6.456 1.523 0.00 0.00 0.00
H 3.241 -7.950 0.162 0.00 0.00 0.00
H 1.234 -7.050 -0.992 0.00 0.00 0.00
H 0.664 -4.647 -0.739 0.00 0.00 0.00
```
Positions in Å, forces in eV/Å.

## Properties
- Multiplicity: 2
- E_LUMO (spin up / spin down): 1.66 / 1.43 eV
- Expectation value of S²: 0.768
- Strongest force on any atom: 0.833 eV Å⁻¹
- E_HOMO (spin up / spin down): -3.96 / -6.13 eV
- E: -188740.8052 eV
- Orbital gap (spin up / spin down): 5.620 / 7.559 eV
- Molar mass: 1013.58 g/mol
- Charge: -1

(2)
C39H36NO5P as an isolated structure, computed with ωB97M-V/def2-TZVPD.

Geometry as XYZ:
```
82
Properties=species:S:1:pos:R:3:forces:R:3
C -3.301 -4.293 -2.068 0.40 0.23 0.49
O -2.517 -3.791 -0.967 -0.32 0.06 -0.32
C -2.776 -2.534 -0.521 -0.41 0.42 0.21
C -2.090 -2.117 0.640 -0.33 -0.44 -0.60
C -2.343 -0.877 1.200 -0.16 0.32 -0.32
C -3.205 0.029 0.554 -0.58 -0.44 -0.29
P -3.601 1.719 1.148 2.49 0.77 -1.09
C -2.167 1.953 2.307 -0.23 0.35 0.50
C -0.885 2.358 1.881 -0.25 -0.16 -0.02
C 0.181 2.393 2.758 -0.04 -0.25 0.73
C 0.003 2.008 4.102 -0.68 -0.19 0.01
O 1.126 1.937 4.861 -0.22 -0.10 0.24
C 1.042 1.367 6.181 -0.03 0.36 -0.51
C -1.298 1.723 4.578 0.97 0.04 0.14
C -2.356 1.717 3.682 -0.06 0.04 -0.65
C -2.871 2.611 -0.325 -0.08 0.64 -0.21
C -2.873 4.027 -0.321 -0.08 -0.74 0.01
C -2.137 4.755 -1.251 0.58 -0.13 -0.67
C -1.392 4.071 -2.244 -0.33 0.03 0.48
O -0.557 4.663 -3.141 -0.23 0.38 0.16
C -0.344 6.083 -3.062 -0.15 -0.60 -0.03
C -1.482 2.672 -2.333 0.14 0.92 0.04
C -2.186 1.970 -1.378 -0.09 0.01 0.19
C -3.851 -0.385 -0.633 0.15 0.20 0.45
C -3.702 -1.664 -1.140 0.59 -0.64 0.11
H -2.884 -5.280 -2.255 -0.16 0.08 -0.11
H -4.360 -4.370 -1.791 0.19 0.01 -0.03
H -3.194 -3.657 -2.955 0.03 -0.14 0.14
H -1.377 -2.807 1.083 -0.15 0.10 0.00
H -1.827 -0.600 2.121 -0.16 0.02 -0.28
H -0.708 2.643 0.847 -0.09 -0.13 0.17
H 1.179 2.685 2.448 -0.13 -0.05 -0.08
H 2.071 1.396 6.541 -0.23 -0.07 0.09
H 0.394 1.973 6.829 0.17 -0.17 -0.10
H 0.680 0.330 6.141 0.04 0.25 -0.02
H -1.467 1.509 5.637 -0.01 0.10 -0.46
H -3.356 1.526 4.065 0.46 0.07 -0.20
H -3.439 4.568 0.442 0.22 -0.18 -0.17
H -2.111 5.846 -1.216 -0.07 -0.40 0.10
H 0.316 6.294 -3.905 -0.12 0.14 0.20
H -1.293 6.626 -3.174 0.25 -0.06 0.02
H 0.145 6.349 -2.115 -0.15 -0.02 -0.20
H -0.951 2.176 -3.140 -0.06 0.01 0.18
H -2.156 0.889 -1.476 -0.04 0.26 0.21
H -4.465 0.318 -1.208 0.15 -0.24 0.44
H -4.277 -1.984 -2.013 0.31 0.22 0.27
O -4.921 2.418 6.971 -0.72 0.22 -0.03
C -6.019 1.859 7.172 -0.11 -0.19 0.85
O -7.170 2.216 7.493 0.88 0.55 -0.09
C -5.984 0.324 6.849 0.12 0.08 0.67
C -6.965 -0.541 7.647 0.67 -0.24 0.11
C -8.134 -0.675 6.738 -0.21 0.13 -0.77
C -7.805 -0.172 5.463 -1.63 -0.34 0.42
C -8.697 -0.252 4.393 -0.05 0.00 0.04
C -9.971 -0.774 4.646 0.16 -0.26 0.49
C -10.308 -1.251 5.927 -0.02 0.04 -0.12
C -9.383 -1.223 6.980 0.21 0.15 -0.32
N -6.528 0.373 5.498 1.87 0.68 -2.32
C -5.833 0.971 4.516 -0.52 -1.48 2.14
C -6.375 1.384 3.299 0.20 0.46 -2.16
C -5.789 1.056 2.058 -1.33 -1.51 2.35
C -6.700 1.139 0.900 -0.23 0.17 -1.00
C -6.798 0.040 0.023 -0.13 0.15 0.45
C -7.819 -0.036 -0.920 -0.23 0.28 0.18
C -8.806 0.955 -0.953 0.28 0.08 0.05
C -8.679 2.094 -0.141 0.24 -0.16 -0.04
C -7.589 2.227 0.722 0.05 -0.53 0.16
H -4.956 -0.040 6.855 -0.09 -0.02 -0.15
H -6.486 -1.518 7.805 -0.31 0.05 0.14
H -7.228 -0.108 8.616 0.13 0.09 -0.22
H -8.395 0.071 3.396 -0.32 -0.08 0.34
H -10.705 -0.820 3.840 0.24 -0.01 0.24
H -11.306 -1.662 6.110 0.35 0.18 -0.15
H -9.599 -1.605 7.982 -0.15 0.10 -0.45
H -4.775 1.085 4.760 -0.49 -0.06 0.08
H -7.331 1.924 3.310 0.44 -0.34 0.04
H -5.099 0.172 2.112 -0.81 0.95 -0.26
H -6.099 -0.790 0.132 -0.30 0.26 0.01
H -7.863 -0.892 -1.595 -0.09 0.21 0.22
H -9.663 0.844 -1.619 0.26 0.11 0.17
H -9.442 2.874 -0.165 0.31 -0.19 -0.12
H -7.448 3.141 1.311 -0.17 -0.42 -0.15
```
Positions in Å, forces in eV/Å.

## Properties
- E_LUMO: -1.01 eV
- Strongest force on any atom: 3.087 eV Å⁻¹
- E_HOMO: -7.36 eV
- E: -62039.5673 eV
- Orbital gap: 6.346 eV
- Molar mass: 629.69 g/mol